The following is a DFT calculation (ωB97M-V/def2-TZVPD) of a structure of composition C5H6Cl2S.

Properties
E_HOMO, eV: -8.944
Net charge: 0

CARTESIAN COORDINATES (ANGSTROEM)
C 0.243 0.753 0.061
C -0.864 -0.242 -0.344
H 2.911 0.788 1.533
C -0.129 1.867 0.823
H 2.088 2.623 0.295
C 1.763 0.194 -0.087
C 2.772 1.430 0.286
H 0.563 2.464 1.279
H -1.214 2.251 0.683
H -0.750 -0.778 -1.292
H 3.922 1.508 -0.743
S 1.892 -1.353 -0.582
Cl -1.259 -1.382 0.944
Cl -2.301 0.723 -0.760

The following is a DFT calculation (ωB97M-V/def2-TZVPD) of an isolated molecule of C7H6N2O2P2.

Properties
E_HOMO (spin up / spin down), eV: -8.240 / -8.065
Net charge: 0

CARTESIAN COORDINATES (ANGSTROEM)
N 0.796 -1.751 2.690
P -0.213 -0.526 2.204
H -0.813 0.679 -3.816
H 1.627 0.598 -3.135
H -2.389 1.209 -2.093
O 0.659 0.288 1.148
C 0.217 0.570 -0.119
N 0.127 0.571 3.417
P -0.262 1.324 4.604
H 2.105 0.478 -0.731
C -1.480 0.838 -1.747
C 1.120 0.693 -1.107
H -1.902 0.860 0.299
C 0.595 -2.527 1.645
H 1.070 -3.597 1.565
C 0.764 0.809 -2.450
C -0.516 0.941 -2.828
C -1.128 0.749 -0.445
O -0.376 -2.207 0.899

The following is a DFT calculation (ωB97M-V/def2-TZVPD) of the ion C4H6N5O with charge +1.

Properties
E_HOMO (spin up / spin down), eV: -13.919 / -13.927
Net charge: +1

CARTESIAN COORDINATES (ANGSTROEM)
H 1.642 -0.429 1.284
O 0.224 -1.876 1.114
N 1.922 1.149 -0.558
H -1.001 0.986 1.328
C 0.753 1.189 -1.177
H 0.612 1.174 -2.212
N 1.710 2.633 2.232
N -0.356 0.939 -0.641
H -2.115 -2.289 0.085
N 1.437 1.593 1.942
C -0.163 0.428 0.763
C -0.570 -1.085 0.729
H 2.840 0.730 -0.740
N -1.761 -1.359 0.221
H -2.369 -0.571 0.211
C 1.150 0.482 1.292

The following is a DFT calculation (ωB97M-V/def2-TZVPD) of an isolated molecule of C4H10O2.

Properties
SMILES string: COC[C@@H](C)O
E_HOMO, eV: -9.411
Net charge: 0

CARTESIAN COORDINATES (ANGSTROEM)
H -1.621 1.011 -0.755
H 2.071 0.158 -0.252
H 1.303 -0.453 1.876
H -2.055 1.730 0.786
H -0.093 -1.296 1.206
H -0.436 -1.339 -1.230
C 0.462 -0.345 1.164
H -2.062 -0.109 0.547
H 1.207 -1.984 -1.057
O -0.416 0.727 1.476
H 0.296 1.624 0.302
C 0.992 -0.005 -0.262
C 0.630 -1.077 -1.272
C -1.606 0.846 0.359
O 0.460 1.258 -0.604
H 0.867 -0.745 -2.285

F_max readings, ordered: 5.55 3.58 5.34 1.89 eV Å⁻¹
ΔE to the lowest compared entry with this formula, charge and spin readings, ordered: 626.16 250.74 543.17 305.73 kJ/mol